103
Properties=species:S:1:pos:R:3 method="wB97M-V/def2-TZVPD" total_charge=-1 spin_multiplicity=1 orbital_gap_ev=6.6732 e_tot_ha=-3080.2321 max_force_ha_per_bohr=0.042 relative_energy_kj_mol=119.53
Pt 0.895 -0.126 1.744
C 3.313 -0.216 5.109
O 3.589 -0.552 3.741
P 2.548 -1.282 2.768
O 3.582 -2.017 1.825
C 4.524 -1.284 1.006
O 2.008 -2.462 3.679
C 2.337 -3.838 3.496
H 4.272 -0.245 5.623
H 2.643 -0.949 5.557
H 2.885 0.773 5.201
H 5.004 -2.027 0.375
H 5.262 -0.811 1.654
H 4.007 -0.542 0.400
H 1.710 -4.395 4.189
H 3.389 -4.015 3.720
H 2.117 -4.138 2.474
O 2.598 4.767 4.619
C 3.123 4.129 3.534
C 4.257 4.659 2.921
C 4.799 4.076 1.788
C 4.194 2.958 1.237
C 3.069 2.436 1.854
C 2.512 2.976 3.015
C 1.335 2.301 3.711
O 1.081 2.590 4.868
O 0.605 1.480 3.021
H 3.166 5.518 4.817
H 4.713 5.549 3.346
H 5.687 4.503 1.337
H 4.575 2.488 0.339
H 2.611 1.567 1.404
O 3.415 1.183 -2.006
C 2.361 0.717 -1.548
O 2.198 0.305 -0.358
C 1.167 0.681 -2.498
C 1.210 1.481 -3.634
C 0.168 1.498 -4.569
C -0.896 0.666 -4.317
O -2.025 0.484 -5.075
C -2.806 -0.494 -4.380
O -2.118 -0.849 -3.189
C -0.944 -0.135 -3.193
C 0.064 -0.150 -2.261
H 2.093 2.089 -3.781
H 0.205 2.109 -5.461
H -2.922 -1.378 -5.013
H -3.779 -0.066 -4.127
H 0.018 -0.778 -1.382
C -1.412 -1.505 3.544
C -2.099 -2.594 2.725
C -1.807 -3.958 3.369
C -1.823 -2.729 1.230
C -2.928 -3.079 0.455
C -2.813 -3.484 -0.861
C -1.537 -3.634 -1.381
C -0.399 -3.300 -0.659
C 0.924 -3.796 -1.232
C 1.336 -5.043 -0.434
C 2.094 -2.823 -1.324
C -0.528 -2.720 0.640
O 0.545 -2.307 1.306
H -1.930 -1.406 4.503
H -1.423 -0.519 3.076
H -0.375 -1.760 3.742
H -3.178 -2.419 2.809
H -0.749 -4.199 3.235
H -2.397 -4.751 2.907
H -2.021 -3.939 4.442
H -3.911 -3.052 0.919
H -3.689 -3.721 -1.451
H -1.412 -4.038 -2.381
H 0.699 -4.128 -2.251
H 1.527 -4.768 0.605
H 2.247 -5.487 -0.845
H 0.544 -5.795 -0.445
H 2.266 -2.333 -0.373
H 1.924 -2.055 -2.077
H 2.997 -3.370 -1.612
N -2.773 3.465 -3.090
C -3.839 3.772 -3.903
C -3.953 4.536 -5.060
C -5.213 4.631 -5.618
C -6.322 3.987 -5.043
C -6.198 3.227 -3.898
C -4.932 3.115 -3.322
N -4.528 2.411 -2.199
C -3.247 2.643 -2.103
C -2.358 2.078 -1.077
C -1.111 2.628 -0.823
C -0.282 2.018 0.096
N -0.641 0.917 0.757
C -1.861 0.408 0.550
C -2.747 0.957 -0.355
H -1.803 3.664 -3.265
H -3.100 5.029 -5.507
H -5.350 5.212 -6.521
H -7.292 4.092 -5.513
H -7.046 2.725 -3.451
H -0.757 3.516 -1.328
H 0.696 2.416 0.326
H -2.122 -0.472 1.121
H -3.712 0.503 -0.525

=====

99
Properties=species:S:1:pos:R:3 method="wB97M-V/def2-TZVPD" total_charge=+1 spin_multiplicity=2 s2=0.763 orbital_gap_ev="5.9064 / 6.1715" e_tot_ha=-3580.1160 max_force_ha_per_bohr=0.013 relative_energy_kj_mol=20.04
Re 1.098 0.134 -0.417
C 1.641 0.111 4.158
N 0.536 0.651 3.378
C -0.715 0.535 4.112
C 0.781 2.037 3.020
C 1.790 2.267 1.908
N 1.331 2.119 0.487
C 2.399 2.743 -0.348
C 0.080 2.904 0.290
H 1.867 0.730 5.038
H 2.543 0.035 3.552
H 1.397 -0.891 4.511
H -0.723 1.131 5.035
H -0.882 -0.506 4.393
H -1.546 0.860 3.488
H 1.180 2.593 3.887
H -0.169 2.513 2.778
H 2.673 1.640 2.033
H 2.115 3.310 1.996
H 2.522 3.789 -0.058
H 2.124 2.694 -1.402
H 3.338 2.214 -0.178
H 0.209 3.881 0.764
H -0.764 2.388 0.744
H -0.110 3.038 -0.769
S 2.352 -2.618 -3.858
C 2.017 -1.835 -2.563
N 1.744 -1.266 -1.542
C -1.287 -2.062 1.519
S -1.793 -1.815 -0.219
O -3.192 -1.333 -0.115
C -1.831 -3.509 -0.777
C -3.052 -4.164 -0.819
C -3.088 -5.477 -1.266
C -1.922 -6.106 -1.676
C -0.709 -5.429 -1.644
C -0.659 -4.120 -1.195
H -1.818 -1.247 2.011
H 0.289 -1.603 2.841
H -1.701 -3.002 1.870
H -3.946 -3.638 -0.514
H -4.030 -6.006 -1.301
H -1.960 -7.124 -2.038
H 0.194 -5.917 -1.980
H 0.281 -3.586 -1.171
O 0.293 1.012 -1.911
Si -0.178 1.709 -3.361
C 1.368 2.123 -4.313
C 1.332 3.051 -5.356
C 2.472 3.358 -6.081
C 3.678 2.747 -5.772
C 3.740 1.830 -4.734
C 2.594 1.525 -4.016
C -1.108 3.284 -3.005
C -0.467 4.521 -2.901
C -1.170 5.668 -2.567
C -2.536 5.596 -2.330
C -3.193 4.378 -2.428
C -2.484 3.235 -2.763
C -1.275 0.484 -4.215
C -1.783 0.742 -5.491
C -2.643 -0.148 -6.110
C -3.017 -1.317 -5.461
C -2.524 -1.594 -4.196
C -1.661 -0.698 -3.585
H 0.403 3.550 -5.605
H 2.421 4.078 -6.886
H 4.566 2.984 -6.340
H 4.679 1.352 -4.489
H 2.661 0.803 -3.210
H 0.597 4.595 -3.094
H -0.659 6.619 -2.500
H -3.090 6.490 -2.079
H -4.258 4.322 -2.253
H -3.010 2.292 -2.845
H -1.500 1.648 -6.015
H -3.024 0.067 -7.098
H -3.694 -2.008 -5.943
H -2.816 -2.501 -3.685
H -1.287 -0.921 -2.595
C 2.774 -7.159 -0.734
C 3.606 -7.769 0.360
O 4.193 -8.804 0.255
S 3.730 -6.922 1.948
C 2.679 -5.504 1.763
C 1.313 -5.597 2.004
C 0.512 -4.468 1.967
C 1.059 -3.218 1.692
C 2.421 -3.134 1.429
C 3.224 -4.261 1.464
C 0.217 -1.945 1.804
C 0.771 -0.867 0.976
H 3.037 -7.648 -1.669
H 2.923 -6.083 -0.805
H 1.721 -7.340 -0.517
H 0.874 -6.560 2.223
H -0.543 -4.589 2.156
H 2.869 -2.179 1.186
H 4.283 -4.180 1.265

=====

109
Properties=species:S:1:pos:R:3 method="wB97M-V/def2-TZVPD" total_charge=-1 spin_multiplicity=1 orbital_gap_ev=6.6023 e_tot_ha=-10897.9763 max_force_ha_per_bohr=0.065 relative_energy_kj_mol=246.80
Cs 0.337 0.113 0.020
C -2.049 2.278 -3.054
C -1.970 1.311 -4.238
S -0.789 -0.043 -3.955
C -1.737 -1.516 -4.414
C -3.018 -1.767 -3.627
S -2.728 -1.790 -1.835
C -4.045 -0.702 -1.238
C -4.030 0.733 -1.759
S -2.443 1.556 -1.440
H -1.072 2.738 -2.878
H -2.764 3.072 -3.279
H -2.943 0.876 -4.465
H -1.647 1.870 -5.118
H -1.951 -1.496 -5.485
H -1.027 -2.323 -4.219
H -3.774 -1.014 -3.847
H -3.422 -2.738 -3.921
H -5.015 -1.161 -1.439
H -3.878 -0.706 -0.159
H -4.228 0.769 -2.830
H -4.818 1.297 -1.259
Cl 6.756 4.238 -0.564
C 5.112 3.703 -0.482
C 4.760 2.583 0.266
Cl 6.000 1.701 1.088
C 3.444 2.148 0.348
Cl 3.036 0.736 1.260
C 2.376 2.799 -0.355
O 1.186 2.383 -0.349
C 2.799 3.942 -1.120
Cl 1.576 4.698 -2.080
C 4.107 4.376 -1.182
Cl 4.522 5.742 -2.158
O -0.335 -1.023 2.014
S -0.494 -2.464 1.859
O -1.867 -2.933 1.824
N 0.363 -2.819 0.621
C 0.627 -4.070 0.139
C 0.452 -5.276 0.805
C 0.805 -6.504 0.217
C 1.328 -6.573 -1.043
C 1.514 -5.375 -1.774
C 2.032 -5.359 -3.089
C 2.173 -4.175 -3.753
C 1.799 -2.986 -3.092
N 1.325 -2.957 -1.875
C 1.172 -4.126 -1.199
C 0.218 -3.140 3.350
C 1.542 -2.843 3.647
C 2.106 -3.344 4.810
C 1.346 -4.133 5.667
C 0.024 -4.426 5.361
C -0.547 -3.925 4.198
H 0.028 -5.266 1.800
H 0.659 -7.415 0.786
H 1.596 -7.521 -1.495
H 2.302 -6.300 -3.556
H 2.559 -4.138 -4.764
H 1.887 -2.018 -3.582
H 2.114 -2.225 2.965
H 3.136 -3.116 5.054
H 1.788 -4.520 6.577
H -0.563 -5.044 6.030
H -1.576 -4.130 3.929
C -4.672 1.260 1.822
As -2.889 0.718 2.525
C -3.618 -0.578 3.814
C -2.752 2.339 3.633
C -3.490 2.520 4.800
C -3.457 3.728 5.480
C -2.694 4.776 4.980
C -1.935 4.588 3.834
C -1.927 3.369 3.155
As -0.746 3.031 1.574
C -1.268 4.666 0.608
C 0.896 3.778 2.369
H -5.300 1.646 2.626
H -5.165 0.403 1.361
H -4.531 2.041 1.072
H -4.665 -0.383 4.048
H -3.028 -0.594 4.731
H -3.528 -1.557 3.340
H -4.100 1.710 5.185
H -4.031 3.856 6.391
H -2.684 5.734 5.488
H -1.331 5.411 3.467
H -1.054 5.572 1.176
H -2.332 4.623 0.375
H -0.704 4.690 -0.324
H 0.674 4.432 3.211
H 1.426 4.344 1.603
H 1.538 2.966 2.709
O -0.182 0.184 4.749
C -0.234 0.768 3.788
O 1.756 0.285 -2.342
S 2.618 1.384 -2.871
C 2.607 1.246 -4.711
C 3.996 0.816 -5.181
C 4.563 -0.048 -4.059
C 4.336 0.765 -2.795
H 2.290 2.209 -5.112
H 1.838 0.499 -4.912
H 4.633 1.693 -5.323
H 3.949 0.281 -6.131
H 5.617 -0.289 -4.210
H 4.004 -0.985 -3.988
H 4.990 1.641 -2.747
H 4.411 0.196 -1.869